(1)
Below is a cluster of 3 separate species, C30H39ClN2O13PS2 in total at a distorted geometry, with properties calculated with wB97M-V/def2-TZVPD.

```
! wB97M-V def2-TZVPD RIJCOSX def2/J DEFGRID3
* xyz 1 1
C 0.738 -2.377 4.891
C 0.740 -3.598 3.840
C 1.633 -3.349 2.516
C 0.785 -3.854 1.250
C 0.470 -2.747 0.126
C 0.259 -1.260 0.684
C -1.184 -0.989 1.265
C -2.340 -2.097 1.346
C -3.161 -2.090 -0.077
C -4.687 -1.645 0.185
C -5.585 -2.814 0.850
S -6.155 -2.370 2.581
O -7.318 -3.250 2.985
O -5.072 -2.544 3.610
Cl -6.908 -0.405 2.535
C -1.531 0.429 1.787
C -2.950 0.856 2.380
O -3.501 0.332 3.370
O -3.608 1.931 1.703
C -0.378 1.508 1.685
O -0.756 2.814 2.129
C 1.052 1.157 1.134
C 2.214 2.237 1.017
C 2.223 3.402 2.116
C 2.238 2.918 3.651
N 1.261 3.686 4.498
N 1.295 -0.219 0.661
P 2.893 -0.732 -0.004
S 2.867 -0.243 -1.890
H 1.008 -2.817 5.926
H -0.339 -1.977 5.007
H 1.412 -1.499 4.610
H 1.173 -4.519 4.386
H -0.355 -3.853 3.612
H 2.541 -4.061 2.614
H 2.070 -2.298 2.430
H 1.407 -4.681 0.728
H -0.213 -4.368 1.519
H 1.251 -2.843 -0.699
H -0.532 -3.057 -0.368
H -1.914 -3.135 1.546
H -3.026 -1.823 2.229
H -3.063 -3.157 -0.493
H -2.663 -1.322 -0.783
H -5.158 -1.311 -0.802
H -4.639 -0.734 0.898
H -5.099 -3.848 0.795
H -6.541 -2.880 0.203
H -4.171 2.401 2.364
H -1.300 3.220 1.415
H 2.070 2.756 -0.012
H 3.278 1.811 0.990
H 3.184 4.021 1.925
H 1.358 4.146 1.924
H 3.329 3.036 4.022
H 1.971 1.799 3.655
H 0.450 3.056 4.632
H 0.948 4.547 4.031
H 3.988 -0.135 0.730
H 3.096 -2.144 0.071
C 4.806 2.804 -2.537
C 5.893 2.215 -3.040
C 7.148 2.982 -3.288
O 8.127 2.408 -3.730
C 7.146 4.418 -2.988
C 6.057 5.007 -2.488
C 4.812 4.234 -2.215
O 3.841 4.801 -1.739
O 6.041 6.340 -2.207
O 5.901 0.888 -3.347
H 3.890 2.259 -2.350
H 8.056 4.967 -3.188
H 5.146 6.521 -1.857
H 6.799 0.707 -3.691
C -3.189 -1.413 -6.474
C -3.483 -2.074 -5.353
C -3.522 -1.383 -4.032
O -3.814 -2.015 -3.027
C -3.198 0.046 -3.993
C -2.900 0.706 -5.114
C -2.888 0.022 -6.439
O -2.630 0.660 -7.443
O -2.595 2.032 -5.093
O -3.762 -3.408 -5.370
H -3.159 -1.902 -7.439
H -3.213 0.531 -3.026
H -2.420 2.274 -6.024
H -3.943 -3.648 -4.441
*
```

Output
Orbital gap, eV: 6.602
E_LUMO, eV: -5.02
E_HOMO, eV: -11.6
E, hartree: -3851.5611
ΔE to the lowest compared entry with this formula, charge and spin, kcal/mol: 110.61

(2)
Below is a cluster of 2 separate species, C4H12N4O in total at a distorted geometry, with properties calculated with wB97M-V/def2-TZVPD.

```
! wB97M-V def2-TZVPD RIJCOSX def2/J DEFGRID3
* xyz 0 1
N -1.802 -0.273 -1.714
N -1.660 -0.237 -0.300
C -1.066 0.861 0.166
N -0.387 1.732 -0.629
N -1.272 1.169 1.495
H -0.975 -0.742 -2.091
H -2.609 -0.861 -1.898
H -0.012 2.575 -0.228
H -0.503 1.582 -1.620
H -0.894 2.036 1.847
H -1.850 0.501 1.981
C 2.282 -0.283 -0.096
C 1.200 -0.651 0.902
C -0.111 -1.508 0.118
O 0.139 -2.050 -0.938
H 1.933 0.491 -0.779
H 2.545 -1.149 -0.705
H 3.187 0.072 0.401
H 0.952 0.181 1.567
H 1.548 -1.435 1.581
H -0.644 -2.011 0.940
*
```

Output
Orbital gap, eV: 8.808
SMILES: NN=C(N)N.CCC=O
E_LUMO, eV: 0.58
E_HOMO, eV: -8.2
E, hartree: -453.7969
ΔE to the lowest compared entry with this formula, charge and spin, kcal/mol: 66.09

(3)
Below is a structure of composition C18H2Cl13O2Pd, with properties calculated with wB97M-V/def2-TZVPD.

```
! wB97M-V def2-TZVPD RIJCOSX def2/J DEFGRID3
* xyz 1 1
Pd -0.095 0.012 1.947
Cl 0.503 -1.318 3.888
C 2.051 -0.740 3.275
C 1.821 0.040 2.173
C 2.899 0.586 1.509
Cl 2.669 1.513 0.068
C 4.190 0.334 1.994
Cl 5.544 0.988 1.175
C 4.384 -0.454 3.136
Cl 5.963 -0.754 3.720
C 3.291 -1.018 3.802
Cl 3.450 -2.002 5.187
Cl 2.687 -0.507 -4.609
C 1.609 -0.381 -3.298
C 0.722 0.696 -3.284
Cl 0.689 1.945 -4.414
C -0.163 0.539 -2.222
Cl -1.177 3.255 -1.404
C -0.102 -0.378 -1.219
O -0.399 1.572 0.529
C 0.846 -1.381 -1.130
Cl 0.973 -2.473 0.158
C 1.668 -1.386 -2.261
Cl 2.815 -2.630 -2.415
Cl -5.978 1.048 -2.777
C -4.819 0.675 -1.558
C -3.516 1.051 -1.707
C -2.668 0.707 -0.653
Cl -0.967 1.156 -0.806
C -2.930 -0.034 0.509
O -2.095 -0.455 1.354
C -4.339 -0.335 0.590
Cl -4.859 -1.189 1.986
C -5.227 -0.007 -0.395
H -3.173 1.608 -2.568
H -6.267 -0.281 -0.279
*
```

Output
Orbital gap, eV: 5.597
E_LUMO, eV: -5.85
E_HOMO, eV: -11.4
E, hartree: -6947.2881